(1)
Below is a cluster of 10 separate species, C30H80O30S10 in total in a non-equilibrium geometry, with properties calculated with ωB97M-V with the def2-TZVPD basis set.

Structure (XYZ):
```
150
Properties=species:S:1:pos:R:3:forces:R:3
C 3.383990 2.585860 14.961180 0.29 1.64 -0.89
C 3.738410 2.286660 16.371360 0.32 -0.10 1.31
O 2.515460 1.999140 17.049750 -2.36 -1.67 1.84
S 2.473970 1.412660 18.605080 0.02 -0.12 -1.31
C 3.003160 2.924900 19.468520 -1.08 -0.48 -0.36
O 1.105790 1.010970 18.958310 2.57 1.32 -0.94
O 3.528150 0.424900 18.656420 -0.60 0.43 0.37
H 2.677470 3.412770 14.889450 -0.63 -0.33 0.28
H 3.055960 1.760500 14.329300 0.03 -0.12 0.39
H 4.223300 3.092960 14.485250 0.56 -0.52 -0.11
H 4.470750 1.483620 16.454440 -0.16 -0.25 0.09
H 4.089910 3.101870 17.003800 0.82 0.52 -0.98
H 2.723040 2.797450 20.514170 0.36 0.02 -0.02
H 2.386030 3.708740 19.029370 -0.05 0.02 0.11
H 4.052840 3.147300 19.276660 -0.03 -0.44 0.17
C 4.017780 0.747750 10.367130 -0.85 -0.62 0.15
C 3.600230 0.585990 8.940450 0.24 0.32 -0.96
O 2.385920 -0.170030 8.776360 -0.67 0.28 -1.13
S 2.087200 -0.745350 7.240380 1.89 -0.30 0.53
C 3.234820 -2.240840 7.467730 -0.35 0.40 -0.62
O 0.731340 -1.213610 7.230480 0.72 0.50 0.14
O 2.554860 0.189240 6.193140 -0.66 -1.81 2.35
H 4.354780 -0.225190 10.724800 0.30 0.20 0.32
H 3.152470 1.042280 10.960930 0.13 0.21 0.17
H 4.791100 1.515670 10.386450 0.09 -0.19 0.31
H 3.471510 1.569920 8.489430 -0.10 -0.08 -0.24
H 4.410970 0.067030 8.429100 0.05 -0.01 -0.36
H 2.663710 -3.147150 7.266410 -0.05 0.27 -0.61
H 3.619520 -2.428830 8.470110 -0.42 0.95 0.23
H 4.113280 -2.121120 6.833640 -0.33 -0.11 -0.30
C 5.077690 -2.519240 18.966250 1.63 0.64 1.28
C 5.844540 -1.311280 19.591920 -1.33 -0.05 -0.75
O 7.237300 -1.654970 19.854380 0.70 0.63 1.04
S 8.082630 -0.658000 20.898780 1.57 -0.74 0.00
C 8.581650 0.684330 19.709630 -0.12 -0.38 0.69
O 7.148190 -0.152970 21.894540 1.09 -0.51 -1.11
O 9.331260 -1.362890 21.353600 -3.56 1.46 -1.54
H 5.016780 -3.302030 19.722310 -0.20 -0.30 -0.36
H 5.728850 -2.782360 18.132670 -0.39 -0.55 -0.08
H 4.100840 -2.201050 18.602080 0.18 0.03 0.16
H 5.704400 -0.602280 18.775970 0.95 0.68 0.23
H 5.390240 -0.875820 20.481910 0.06 -0.32 0.01
H 8.142980 1.624280 20.044530 -0.21 -0.24 0.00
H 8.247920 0.415370 18.707440 -0.10 -0.01 0.22
H 9.666540 0.788560 19.693870 -0.15 -0.32 0.20
C 7.408450 0.325640 15.279890 0.45 -0.44 -1.53
C 7.502890 -1.225740 14.918840 0.76 2.72 0.04
O 6.353120 -1.658960 15.582320 -2.74 -2.70 0.68
S 5.496020 -2.905760 14.921870 -0.84 1.55 -1.39
C 4.720460 -2.051030 13.438980 0.86 -1.13 0.80
O 6.476050 -3.849020 14.412190 -0.90 0.21 0.68
O 4.393860 -3.282560 15.804700 2.19 0.45 -0.81
H 7.007500 0.477960 16.281960 0.34 -0.10 0.01
H 6.759780 0.822470 14.558440 -0.74 -0.44 0.15
H 8.290070 0.928660 15.062610 0.65 -0.49 0.64
H 7.432990 -1.410570 13.846900 0.06 0.20 0.02
H 8.406150 -1.709410 15.290700 -0.09 -0.01 0.19
H 4.259670 -2.853100 12.862390 -0.30 -0.03 0.27
H 5.520930 -1.692010 12.792100 0.02 0.37 0.32
H 3.993050 -1.304140 13.756990 0.19 -0.15 0.05
C 7.086770 4.311140 13.473380 -0.47 0.07 -0.41
C 7.644930 4.612950 14.846690 0.10 0.36 -0.11
O 6.868860 3.927600 15.862230 0.08 -0.49 1.59
S 7.377180 3.861250 17.444560 0.42 0.07 -1.15
C 6.987040 5.496450 18.076590 -0.52 0.27 -0.56
O 6.500200 2.902550 18.106260 1.22 1.22 -1.09
O 8.821360 3.742510 17.412560 -1.43 -0.33 0.30
H 6.810360 3.267680 13.322020 0.11 -0.06 0.18
H 7.815290 4.568010 12.704380 0.27 -0.08 0.15
H 6.226220 4.931640 13.223320 -0.23 -0.11 0.27
H 8.702430 4.348840 14.852620 -0.10 -0.22 0.56
H 7.535020 5.681700 15.030510 0.25 0.12 0.09
H 7.742980 6.249350 17.853440 0.41 -0.52 0.14
H 6.772970 5.434290 19.143550 0.14 -0.12 -0.14
H 6.112700 5.855500 17.533720 -0.32 -0.30 0.20
C 5.688600 -7.470200 15.732520 0.72 -0.30 0.37
C 7.101980 -8.063390 15.475770 -1.48 0.46 -0.54
O 7.273270 -7.867020 14.063180 1.47 -0.50 -2.01
S 8.256010 -8.854010 13.165090 -0.05 1.52 -0.12
C 9.945890 -8.067000 13.533240 -0.46 -0.91 -0.90
O 8.154560 -10.175860 13.728160 0.39 0.72 -0.41
O 7.914600 -8.607910 11.756480 0.65 -0.19 2.72
H 5.413610 -7.778010 16.741350 -0.39 0.10 -0.03
H 4.942780 -7.761050 14.992750 0.16 -0.55 0.14
H 5.696450 -6.381350 15.683040 0.33 0.05 0.14
H 7.810350 -7.461500 16.045020 0.35 -0.24 -0.11
H 7.195780 -9.134930 15.652150 -0.14 0.14 0.42
H 10.720320 -8.548400 12.936070 -0.42 -0.44 -0.38
H 10.306330 -8.233830 14.548300 -0.76 0.30 0.19
H 9.946650 -7.036910 13.176860 -0.44 0.02 0.48
C 8.441810 2.953740 8.713620 -0.30 0.44 -0.36
C 9.225660 2.416680 9.916930 1.03 1.57 -2.66
O 8.266010 2.052420 10.787830 -3.49 -2.85 3.66
S 8.199050 0.546440 11.435110 -0.55 -0.32 -0.96
C 8.087340 -0.494690 9.878390 -0.77 0.44 1.19
O 9.514140 0.258780 11.996620 -2.03 0.33 -0.05
O 6.904320 0.461280 12.178990 3.60 0.44 -1.86
H 7.802680 2.202300 8.249990 0.11 -0.29 0.14
H 8.993540 3.422910 7.899020 0.47 -0.13 0.24
H 7.762170 3.718710 9.089120 -0.04 0.06 0.03
H 9.864740 1.589270 9.608590 0.47 0.27 0.37
H 9.685680 3.266430 10.421320 1.07 -0.28 -0.42
H 7.888490 -1.501540 10.245560 0.20 -0.01 0.01
H 8.980950 -0.454500 9.255530 0.03 0.15 0.41
H 7.201950 -0.191150 9.319780 0.05 0.19 0.11
C 0.832300 -5.873930 16.077840 -0.88 0.77 0.57
C 0.226620 -4.453360 16.344720 0.24 -2.30 1.34
O 0.755350 -3.682860 15.343250 0.92 2.55 -2.21
S 0.695710 -2.043730 15.365450 -1.89 -0.27 -0.05
C 1.726430 -1.704590 16.864830 -1.19 -0.19 -0.95
O 1.444790 -1.550800 14.206570 -1.18 -1.04 1.68
O -0.756440 -1.714040 15.522520 3.78 -0.40 -0.11
H 1.888170 -5.897800 16.347420 -0.05 0.04 -0.05
H 0.713190 -6.152820 15.030880 -0.04 0.11 0.04
H 0.274170 -6.579600 16.693170 0.17 -0.19 0.01
H -0.860910 -4.481290 16.412580 -0.11 0.17 -0.60
H 0.553970 -4.122770 17.330440 0.21 0.16 0.17
H 2.310220 -0.851870 16.518170 -0.11 0.07 0.61
H 2.364950 -2.553220 17.110230 -0.04 0.02 -0.49
H 1.011590 -1.551210 17.673270 0.29 0.55 -0.02
C 3.561500 -5.847940 12.615820 -0.18 0.86 -0.29
C 4.846020 -5.676140 11.825980 0.54 -0.10 0.68
O 4.594810 -5.413630 10.422130 0.45 0.33 -0.91
S 5.504930 -4.363460 9.578210 -0.24 0.20 1.32
C 7.243250 -4.865900 9.971710 -0.84 0.56 -1.45
O 5.121630 -4.594100 8.205330 0.62 0.21 1.23
O 5.365640 -3.014640 10.157630 0.17 -1.83 -0.84
H 3.063720 -6.797960 12.421430 0.02 0.13 -0.26
H 2.907930 -5.006620 12.385330 -0.34 -0.15 0.04
H 3.750920 -5.803310 13.688310 0.29 0.01 0.00
H 5.485050 -4.866810 12.179140 -0.23 0.06 0.43
H 5.392490 -6.606730 11.979170 0.42 0.00 -0.69
H 7.554570 -4.242360 10.809790 -0.10 -0.72 0.29
H 7.827600 -4.546830 9.108670 -0.15 0.33 -0.16
H 7.368120 -5.948510 9.950170 -0.26 0.07 0.81
C 8.894690 -4.218700 16.980120 0.33 -1.11 -0.56
C 9.695050 -3.051710 17.576640 -1.23 -0.85 0.66
O 10.734810 -2.620100 16.706810 1.12 1.87 -0.83
S 11.592140 -1.218250 17.150610 0.57 -1.21 -0.78
C 12.604890 -2.041980 18.463600 -0.19 0.63 -0.95
O 12.472200 -0.808370 16.026670 -2.36 -1.36 2.63
O 10.654780 -0.281890 17.737180 0.91 -0.79 -0.66
H 9.396590 -5.185490 17.018930 1.03 0.17 -0.43
H 8.562620 -4.068730 15.952820 0.14 0.25 -0.01
H 8.020480 -4.596840 17.510100 -0.40 1.26 0.61
H 8.959990 -2.272480 17.778090 0.40 0.37 0.15
H 10.159060 -3.404780 18.497580 -0.20 0.23 0.28
H 12.008720 -2.287540 19.342460 -0.12 0.42 -0.13
H 13.416060 -1.342560 18.665890 -0.10 -0.10 0.21
H 12.996030 -2.966300 18.038470 0.00 0.21 -0.19
```
Positions in Å, forces in eV/Å.

As for the orbital gap: 10.6 eV. Its SMILES is CCOS(C)(=O)=O.CCOS(C)(=O)=O.CCOS(C)(=O)=O.CCOS(C)(=O)=O.CCOS(C)(=O)=O.CCOS(C)(=O)=O.CCOS(C)(=O)=O.CCOS(C)(=O)=O.CCOS(C)(=O)=O.CCOS(C)(=O)=O. The value obtained for the HOMO energy is -10.751 eV.

Here are the Mulliken charges for atoms 1 to 6, given in e: number 1, C, carries -1.382; number 2, C, carries 0.836; number 3, O, carries -0.442; number 4, S, carries 0.859; number 5, C, carries -0.926; number 6, O, carries -0.594

(2)
Below is an isolated molecule of C4H7NO in a non-equilibrium geometry, with properties calculated with ωB97M-V with the def2-TZVPD basis set.

Structure (XYZ):
```
13
Properties=species:S:1:pos:R:3:forces:R:3
C -1.129765 -0.652404 0.101131 -0.26 -0.05 -0.18
O 0.033655 -1.367951 -0.292913 0.00 -0.22 -0.01
C 1.173711 -0.664363 0.194438 0.12 0.03 0.02
C 0.775162 0.782198 0.116499 -1.21 0.81 1.67
N 0.083995 1.237062 -1.059333 -0.15 -0.03 -0.57
C -0.729524 0.801832 0.066339 -0.26 -0.45 -0.30
H -1.456774 -0.939375 1.115308 0.09 0.11 -0.17
H -1.922594 -0.906007 -0.606566 0.03 -0.11 0.04
H 1.412522 -0.943806 1.231835 -0.07 0.06 -0.12
H 2.021310 -0.935573 -0.445783 -0.16 0.06 0.10
H 1.041856 1.538809 0.847600 1.23 -0.04 -0.50
H 0.099126 0.492155 -1.752139 0.12 0.10 -0.12
H -1.402684 1.557418 0.483589 0.53 -0.28 0.16
```
Positions in Å, forces in eV/Å.

As for the orbital gap: 10.5 eV. Its SMILES is C1OC[C@H]2N[C@@H]12. The value obtained for the HOMO energy is -9.438 eV.

Here are the natural (NBO) charges for atoms 1 to 6, given in e: number 1, C, carries -0.090; number 2, O, carries -0.528; number 3, C, carries -0.093; number 4, C, carries -0.121; number 5, N, carries -0.570; number 6, C, carries -0.114

no.,E (eV)
1,-202175.904
2,-7797.341